DFT (ωB97M-V with the def2-TZVPD basis set) results for 2 unconnected molecules or ions with the total composition CHBrOS2.

* highest occupied orbital energy: -9.4510 eV
* energy above the lowest of the compared OMol25 structures with the same formula, charge and spin: 0.2445 eV
* molar mass: 173.056 g mol⁻¹
* Kohn-Sham gap: 8.842 eV
* lowest unoccupied orbital energy: -0.61 eV
* electronic energy: -3484.3294 Eh

```
! wB97M-V def2-TZVPD RIJCOSX def2/J DEFGRID3
* xyz 0 1
C 0.748 1.611 -0.110
O 0.444 2.616 0.301
S -0.840 -0.960 0.886
S 0.614 -1.976 -0.063
Br -2.359 -0.356 -0.619
H 1.393 -0.936 -0.394
*
```

How positive or negative is each atom? The natural (NBO) charges in e answer that: atom 1 (C): 0.489, atom 2 (O): -0.492, atom 3 (S): 0.026, atom 4 (S): -0.063, atom 5 (Br): -0.093, atom 6 (H): 0.133